Entry 1:
The following is a quantum chemistry calculation of the ion C10H9ClNO with charge +1 at a distorted geometry, from the OMol25 dataset.

Summary:
HOMO-LUMO gap (spin up / spin down): 6.8 / 6.8 eV
LUMO energy (spin up / spin down): -4.9301 / -4.9304 eV
total charge: +1
energy relative to the best compared isomer or geometry (same formula, charge and spin): 266.6 kJ/mol

Structure (XYZ):
```
22
Properties=species:S:1:pos:R:3:forces:R:3:mulliken_charge:R:1
C -3.68285 -1.01833 0.81556 -0.5 -0.5 -0.6 -0.04
N -2.65426 -0.51492 0.63722 -2.1 -0.4 1.4 0.06
C -1.54545 0.10818 0.80865 1.9 1.4 0.5 -0.87
C -0.49608 -0.33194 0.00299 1.3 1.1 -0.6 1.13
C -0.63745 -1.39435 -0.97270 1.9 1.9 0.8 -0.94
C 0.32811 -1.53950 -1.94312 -1.9 -1.1 0.4 -0.32
C 1.47584 -0.77654 -2.05975 1.4 2.6 3.0 -0.40
Cl 2.63727 -0.94003 -3.26205 0.5 -0.5 -0.9 -0.15
C 1.74431 0.12164 -1.02372 -2.4 -0.9 0.3 -0.42
C 0.75262 0.45427 0.02175 -1.3 -2.9 -1.9 1.09
C 0.79105 1.86738 0.55956 -0.2 1.7 -0.8 -0.77
C 1.44884 0.92708 1.45458 -3.6 0.7 -0.1 -0.18
O 0.95206 0.46480 2.61773 -1.0 0.7 0.5 -0.49
H -4.66394 -1.12233 0.41801 -0.5 -0.1 0.0 0.37
H -1.54754 1.00082 1.49957 -0.1 -1.3 -1.1 0.14
H -1.47621 -2.02702 -0.92292 -0.8 -0.7 -0.2 0.44
H 0.15399 -2.34430 -2.62312 0.1 -0.3 -0.6 0.44
H 2.65269 0.60689 -0.80493 1.4 0.4 -0.8 0.42
H 1.40358 2.38305 -0.21200 -0.3 0.3 1.4 0.29
H -0.17289 2.42490 0.80000 1.4 -1.1 -0.2 0.26
H 2.41261 0.71937 1.26810 3.5 -0.5 0.2 0.55
H 0.12371 0.93088 2.92058 1.4 -0.6 -0.6 0.41
```
Forces are in eV/Å.


Entry 2:
The following is a quantum chemistry calculation of the molecule C10H9I at a distorted geometry, from the OMol25 dataset.

Summary:
HOMO-LUMO gap (spin up / spin down): 6.7 / 6.8 eV
LUMO energy (spin up / spin down): -0.4747 / -0.4630 eV
energy relative to the best compared isomer or geometry (same formula, charge and spin): 159.7 kJ/mol

Structure (XYZ):
```
20
Properties=species:S:1:pos:R:3:forces:R:3:mulliken_charge:R:1
I -1.40750 2.71234 2.21113 0.3 -0.6 -0.8 0.13
C -1.00765 1.31367 0.69445 0.8 -4.4 -2.2 -0.53
C 0.15109 0.53918 0.41344 -1.8 2.9 0.4 1.39
C 1.33584 1.10835 0.90428 1.5 2.1 1.3 -0.73
C 2.54512 0.52536 0.79039 0.7 1.6 1.3 -0.50
C 2.64907 -0.78233 0.24203 -0.5 0.5 -0.5 -0.58
C 1.58180 -1.30735 -0.35437 -0.7 0.8 0.6 -0.83
C 0.26612 -0.67009 -0.42237 -0.5 -2.6 -0.6 0.88
C -0.71816 -1.36820 -1.13151 -1.5 4.2 1.4 -0.86
C -2.02158 -0.39946 -1.23527 1.5 -0.8 1.9 -0.65
C -2.13203 0.50975 0.08384 -4.4 0.0 1.1 -0.51
H 1.18374 2.14887 1.40599 0.7 -2.1 -0.9 -0.03
H 3.40909 1.08068 1.20919 -0.5 -0.7 -0.4 0.32
H 3.53734 -1.34468 0.20665 1.1 -0.4 0.3 0.42
H 1.66586 -2.29497 -0.67006 -0.1 -1.5 -1.0 0.38
H -0.61129 -2.25766 -1.75017 0.3 0.2 0.4 0.37
H -3.04132 -0.84489 -1.39525 1.3 0.2 0.1 0.36
H -1.74934 0.25439 -2.04216 -0.3 0.4 -0.7 0.29
H -3.01947 1.19255 -0.14044 1.0 -0.6 0.2 0.40
H -2.61673 -0.11550 0.98022 1.1 0.8 -1.7 0.28
```
Forces are in eV/Å.


Entry 3:
The following is a quantum chemistry calculation of the molecule C10H9I at a distorted geometry, from the OMol25 dataset.

Summary:
HOMO-LUMO gap: 9.5 eV
LUMO energy: 0.4054 eV
energy relative to the best compared isomer or geometry (same formula, charge and spin): 137.6 kJ/mol

Structure (XYZ):
```
20
Properties=species:S:1:pos:R:3:forces:R:3:mulliken_charge:R:1
I 0.21994 3.42613 1.25137 0.0 -1.4 -0.1 0.00
C 0.55226 1.28527 0.75240 -1.4 1.5 -3.6 -0.13
C 2.02760 0.94588 0.36633 -1.3 -0.6 2.4 -0.66
C 1.85742 -0.27171 1.33330 -1.3 2.3 0.1 -0.84
C 0.34305 0.00464 1.53605 0.9 -1.0 -1.0 -0.04
C -0.55045 -0.51493 0.45033 -0.3 1.0 -0.4 -0.13
C -1.32779 -1.50351 -0.01733 0.1 -3.9 1.0 -0.37
C -1.98162 -1.46186 -1.23167 0.1 -0.4 -0.8 -0.43
C -1.81322 -0.39441 -2.06326 0.0 2.3 -0.1 -0.33
C -1.02228 0.74290 -1.59106 -1.4 -1.8 -1.3 -0.92
C -0.47673 0.59143 -0.38017 2.3 2.0 3.3 0.40
H 2.72367 1.71949 0.64461 0.5 -0.1 -0.1 0.36
H 2.08859 0.56616 -0.60398 0.4 0.1 -1.8 0.25
H 2.02716 -1.23149 1.05660 1.0 -2.8 -1.4 0.40
H 2.26812 -0.11784 2.27813 1.2 0.4 1.5 0.32
H 0.10820 -0.13996 2.53199 -1.1 0.2 1.9 0.68
H -1.33067 -2.53641 0.36454 -0.1 0.7 0.8 0.26
H -2.48987 -2.37966 -1.55688 0.0 0.7 0.1 0.34
H -2.38745 -0.37034 -2.99660 0.6 0.2 0.2 0.35
H -0.83596 1.64024 -2.12470 -0.2 0.5 -0.8 0.47
```
Forces are in eV/Å.


Entry 4:
The following is a quantum chemistry calculation of a cluster of 3 separate species, C10H9N in total at a distorted geometry, from the OMol25 dataset.

Summary:
HOMO-LUMO gap: 6.6 eV
LUMO energy: -1.3647 eV
energy relative to the best compared isomer or geometry (same formula, charge and spin): 917.2 kJ/mol

Structure (XYZ):
```
20
Properties=species:S:1:pos:R:3:forces:R:3:mulliken_charge:R:1
C 1.21637 0.97041 0.53575 -3.0 1.0 -4.0 0.47
C 1.36750 0.72162 1.84519 0.0 0.7 0.2 -0.56
C 0.39296 -0.12802 2.36845 -0.7 -0.7 -3.6 -0.41
C -0.61471 -0.79067 1.68461 -0.5 0.0 3.8 -0.56
C -0.49408 -0.79473 0.31776 -4.8 -0.7 -1.4 0.74
C -1.58439 -1.53500 -0.40448 3.2 2.6 1.3 -0.75
C -1.75401 -1.17268 -1.65420 0.3 -2.0 -5.0 -0.43
C -0.79347 -0.41277 -2.47912 1.2 -0.7 0.6 -0.26
C 0.28531 0.13983 -1.79208 0.4 3.5 -0.6 -0.46
C 0.19552 0.22997 -0.31487 3.5 -1.4 -0.4 0.12
H 2.96398 2.11049 0.35350 -4.7 1.7 -1.0 0.30
H 0.15552 3.08584 0.01598 3.8 -1.5 0.4 0.25
H 1.97461 1.48509 2.38192 -0.5 -1.1 0.1 0.32
H 0.17406 -0.20952 3.29899 -0.2 0.1 6.5 0.53
H -1.63109 -1.16405 2.40512 3.4 0.7 -2.7 0.15
H -2.14901 -2.29431 0.04155 -0.6 -0.9 0.8 0.47
H -2.29135 -1.93958 -2.28116 -0.4 1.4 0.6 0.23
H -0.79313 -0.58811 -3.61751 -0.1 0.7 2.0 0.30
H 1.16614 0.87760 -2.28439 -2.6 -2.4 1.2 0.25
N 1.58976 2.18125 -0.13658 2.3 -0.8 0.9 -0.70
```
Forces are in eV/Å.


Entry 5:
The following is a quantum chemistry calculation of the molecule C10H9N at a distorted geometry, from the OMol25 dataset.

Summary:
HOMO-LUMO gap: 8.6 eV
LUMO energy: 0.8304 eV
energy relative to the best compared isomer or geometry (same formula, charge and spin): 241.9 kJ/mol

Structure (XYZ):
```
20
Properties=species:S:1:pos:R:3:forces:R:3:mulliken_charge:R:1
C 1.84799 -0.33357 2.59397 0.1 -6.6 0.7 -0.33
C 1.38024 0.81093 2.21939 -0.5 7.4 2.3 -0.46
C 0.61365 0.98888 1.08932 -1.4 3.3 -2.2 -0.02
C 0.24997 -0.06746 0.29403 0.0 -0.7 0.0 0.78
C -0.52468 0.01564 -0.94467 -1.1 2.6 1.6 0.08
C -0.78406 -0.82359 -1.96296 1.5 -0.9 -0.7 -0.45
C -1.67376 -0.18518 -2.85503 -0.5 0.4 0.0 -0.67
C -1.96635 1.05887 -2.28283 -4.1 1.0 -4.0 -0.38
N -1.32956 1.16153 -1.15091 1.9 0.9 4.1 -0.06
C 0.65216 -1.32408 0.70962 2.0 -1.3 1.8 -0.33
C 1.45477 -1.54371 1.87554 -2.3 7.1 -2.7 -0.88
H 2.32291 -0.47098 3.54169 0.6 0.1 0.3 0.38
H 1.63145 1.79308 3.05658 -0.9 -2.8 -3.1 0.10
H 0.27052 2.03379 0.63212 1.1 -2.0 1.7 0.20
H -0.11857 -1.68735 -2.08304 -0.9 0.1 -0.3 0.35
H -2.10869 -0.65953 -3.72897 0.2 0.5 0.0 0.39
H -2.77642 1.90588 -2.67977 2.5 -2.5 1.3 0.24
H -1.50548 1.85757 -0.36298 0.3 -1.3 -2.0 0.30
H 0.46321 -2.12789 0.03003 -0.3 -0.7 0.0 0.24
H 1.90068 -2.40283 2.00888 1.9 -4.5 1.1 0.53
```
Forces are in eV/Å.


Entry 6:
The following is a quantum chemistry calculation of a structure of composition C10H9N2O7OsP2S2, from the OMol25 dataset.

Summary:
HOMO-LUMO gap (spin up / spin down): 6.6 / 6.9 eV
LUMO energy (spin up / spin down): -6.3509 / -6.0572 eV
total charge: +1
energy relative to the best compared isomer or geometry (same formula, charge and spin): 0.2 kJ/mol

Structure (XYZ):
```
33
Properties=species:S:1:pos:R:3:forces:R:3:mulliken_charge:R:1
Os 0.15369 0.24996 0.00001 -0.1 0.0 0.0 1.29
S -1.78631 0.54561 -0.91290 0.1 0.0 0.0 -0.22
C -2.98471 -0.22491 0.13714 -0.1 0.0 0.0 0.55
C -4.31179 -0.32324 -0.23522 0.0 0.0 0.0 -0.70
C -5.20398 -0.96308 0.62287 0.0 0.0 0.0 0.56
C -6.58397 -1.07397 0.24213 0.0 0.0 0.0 -0.30
N -7.68028 -1.15606 -0.08702 0.0 0.0 0.0 -0.38
C -4.75862 -1.48245 1.84559 0.0 0.0 0.0 0.54
C -3.41944 -1.36454 2.21082 0.0 0.0 0.0 -0.72
C -2.54333 -0.74139 1.34160 0.0 0.0 0.1 0.59
S -0.83562 -0.53479 1.74246 0.0 0.0 0.0 -0.13
C -5.67619 -2.13641 2.73549 0.0 0.0 0.0 -0.30
N -6.40468 -2.66772 3.44538 0.0 0.0 0.0 -0.39
H -4.66499 0.08756 -1.17180 0.0 0.0 0.0 0.53
H -3.08152 -1.75977 3.15973 0.0 0.0 0.0 0.53
C 4.67266 0.35438 0.35407 0.0 0.0 0.0 -1.66
C 3.70919 0.91553 -0.69192 0.0 0.0 0.0 1.12
O 4.36038 1.71750 -1.67446 0.0 0.0 0.0 -0.64
P 2.89317 -0.40250 -1.65844 0.1 0.0 0.0 0.73
O 3.72724 -1.72256 -1.66562 0.0 0.0 0.0 -0.51
O 2.78578 0.13020 -3.12080 0.0 0.0 0.0 -0.52
O 1.55339 -0.78040 -1.05572 -0.1 0.0 0.0 -0.65
P 2.43243 1.93593 0.14577 0.0 0.0 0.0 0.90
O 1.23467 1.94061 -1.04500 0.0 0.0 0.0 -0.61
O 2.94453 3.26348 0.44900 0.0 0.0 0.0 -0.67
O 1.69824 1.01457 1.13977 0.0 0.0 0.0 -0.67
H 5.49399 -0.16092 -0.14083 0.0 0.0 0.0 0.41
H 4.16750 -0.34101 1.02507 0.0 0.0 0.0 0.41
H 5.07988 1.17280 0.94873 0.0 0.0 0.0 0.44
H 4.59609 2.56989 -1.27563 0.0 0.0 0.0 0.39
H 4.35479 -1.84764 -2.39158 0.0 0.0 0.0 0.37
H 3.25628 0.97761 -3.23908 0.0 0.0 0.0 0.43
H 0.82153 2.80773 -1.17960 0.0 0.0 0.0 0.30
```
Forces are in eV/Å.


Entry 7:
The following is a quantum chemistry calculation of the molecule C10H9N3O at a distorted geometry, from the OMol25 dataset.

Summary:
HOMO-LUMO gap: 8.3 eV
LUMO energy: -0.3894 eV
energy relative to the best compared isomer or geometry (same formula, charge and spin): 322.2 kJ/mol

Structure (XYZ):
```
23
Properties=species:S:1:pos:R:3:forces:R:3:mulliken_charge:R:1
O 2.44703 -2.69200 -3.88298 0.1 -0.3 -0.2 -0.36
N 2.49307 -1.61185 -3.36433 -0.6 -0.1 0.5 -0.15
C 1.48450 -1.40552 -2.32977 0.5 0.0 0.4 0.29
C 1.51244 -0.12537 -1.78149 -0.1 0.4 0.2 -0.58
C 0.58542 0.21973 -0.80738 -0.5 0.0 0.7 -0.07
C -0.35544 -0.72253 -0.34596 0.3 -0.5 -0.6 0.36
N -1.38383 -0.41063 0.55227 0.4 0.7 -0.3 -0.51
N -1.17150 0.66687 1.37568 -0.1 1.9 0.9 0.37
C -0.12785 0.83126 2.26832 0.4 0.4 0.9 -0.30
C -0.16214 2.13733 2.74308 0.6 -0.8 -0.4 -0.42
C -1.22525 2.80763 2.09189 -0.9 0.0 0.1 -0.45
C -1.86828 1.88605 1.29299 0.8 -0.5 0.0 -0.43
C -0.30749 -2.03632 -0.83031 0.1 -0.8 -1.0 -0.56
C 0.62784 -2.39599 -1.81491 -0.2 0.4 -0.2 -0.35
H 2.28074 0.60047 -2.11104 -0.6 -0.6 0.1 0.37
H 0.54488 1.19801 -0.32784 0.3 -0.1 -0.4 0.34
H -1.81479 -1.16690 1.03727 -0.1 -0.6 0.1 0.27
H 0.55122 0.03082 2.60850 -0.6 0.4 -0.7 0.34
H 0.56600 2.57835 3.42786 -0.4 -0.3 -0.2 0.40
H -1.56207 3.83467 2.30002 0.2 -0.7 -0.3 0.39
H -2.74318 1.95668 0.67343 0.0 0.0 -0.1 0.38
H -1.08544 -2.76990 -0.53773 0.7 0.5 0.0 0.26
H 0.71413 -3.41086 -2.23758 -0.3 0.6 0.4 0.38
```
Forces are in eV/Å.


Entry 8:
The following is a quantum chemistry calculation of the molecule C10H9NO at a distorted geometry, from the OMol25 dataset.

Summary:
HOMO-LUMO gap: 8.5 eV
LUMO energy: 0.2120 eV
energy relative to the best compared isomer or geometry (same formula, charge and spin): 21.1 kJ/mol

Structure (XYZ):
```
21
Properties=species:S:1:pos:R:3:forces:R:3:mulliken_charge:R:1
C 2.63499 1.02108 -0.05319 0.1 0.8 -0.8 -1.15
C 1.53163 0.00783 0.04067 -0.8 -1.3 -0.4 0.76
C 1.81262 -1.34044 0.09256 -1.0 0.6 -0.3 -0.60
C 0.79850 -2.33625 0.04615 -0.4 -0.7 0.0 -0.41
N -0.50399 -2.09535 0.00458 1.4 1.7 0.1 -0.67
C -0.82154 -0.71751 0.03515 0.4 -2.1 0.1 0.85
C -2.22074 -0.45456 0.05464 0.4 -2.1 -0.7 0.04
O -3.07576 -1.52883 -0.05798 1.3 -0.3 0.1 -0.65
C -2.65749 0.80805 0.05950 -1.5 1.6 0.1 -0.44
C -1.74860 1.89265 0.04263 -0.3 0.0 0.4 -0.78
C -0.40439 1.64228 0.03723 1.1 1.3 -0.8 -0.54
C 0.12053 0.32886 0.02652 0.0 0.0 0.3 0.64
H 2.25422 1.86618 -0.79076 1.2 -1.6 1.6 0.31
H 2.76268 1.42652 0.99859 0.2 -0.1 -1.4 0.27
H 3.60985 0.51209 -0.45323 -1.8 1.2 0.9 0.34
H 2.82400 -1.65439 0.07181 0.8 -0.3 0.1 0.38
H 1.14293 -3.40765 0.03097 -0.6 1.1 0.0 0.32
H -2.48445 -2.34175 -0.16836 -0.8 1.4 0.3 0.46
H -3.74363 0.98205 0.03042 0.6 0.0 0.1 0.38
H -2.15502 2.91978 0.08247 0.4 -0.7 -0.2 0.34
H 0.32365 2.46934 -0.13039 -0.8 -0.6 0.5 0.14
```
Forces are in eV/Å.


Entry 9:
The following is a quantum chemistry calculation of the molecule C10H9NO3S at a distorted geometry, from the OMol25 dataset.

Summary:
HOMO-LUMO gap (spin up / spin down): 6.9 / 6.9 eV
LUMO energy (spin up / spin down): -0.6010 / -0.6005 eV
energy relative to the best compared isomer or geometry (same formula, charge and spin): 343.1 kJ/mol

Structure (XYZ):
```
24
Properties=species:S:1:pos:R:3:forces:R:3:mulliken_charge:R:1
C 2.45995 0.81312 3.46801 2.0 0.9 2.0 -0.28
C -3.38018 -0.19253 -1.10680 1.8 -0.9 -0.4 -0.68
C 2.73144 1.02359 2.09868 -4.8 -1.3 0.9 -0.59
C -2.06031 0.18616 -1.59954 -1.4 -1.3 0.4 -0.30
C 1.16773 0.53266 3.59782 -0.9 0.6 2.5 -0.35
C -3.31443 -1.51728 -0.86596 -1.0 -1.2 -0.7 -0.34
C 1.45762 0.80534 1.52602 2.4 0.9 -1.6 0.70
C -1.36822 -0.98254 -1.69690 -0.8 -0.2 0.9 0.59
C 1.11310 0.71293 0.09484 -0.7 -0.4 -0.6 -0.24
C -0.14884 -1.36102 -2.24904 1.8 -2.0 -0.6 -0.18
N 2.14210 0.55943 -0.61986 1.9 -0.1 0.4 -0.04
O 2.30211 0.39397 -1.89345 -0.7 0.2 -1.0 -0.51
O 0.53127 0.57895 2.43624 -1.1 -0.5 -0.4 -0.34
O -2.08754 -2.04950 -1.20477 -0.8 1.2 0.1 -0.37
S 0.87765 -0.45313 -3.11369 0.1 0.9 0.9 -0.06
H 3.07354 1.03877 4.39374 -0.5 -0.6 -1.6 0.29
H -4.28949 0.32539 -1.13882 -0.8 1.0 0.3 0.41
H 3.64520 1.13300 1.68852 2.5 0.5 -1.7 0.55
H -1.79218 1.12877 -1.97705 0.4 1.0 -0.3 0.44
H 0.60718 0.60142 4.52313 -0.3 -0.5 -0.4 0.37
H -4.15876 -2.24430 -0.78205 1.2 0.7 0.4 0.35
H 0.10937 0.66552 -0.36892 0.1 0.2 0.9 0.12
H 0.22560 -2.41536 -2.07229 -0.7 1.4 -0.4 0.29
H 0.15610 0.71664 -3.13788 0.3 -0.6 -0.2 0.19
```
Forces are in eV/Å.